[1]
Here is a structure of composition C21H19CrN2S2Si from the OMol25 dataset. Energies are from ωB97M-V/def2-TZVPD.

The multiplicity is 2. The value obtained for the gap between HOMO and LUMO (spin up / spin down) is 7.31 / 7.46 eV. For the HOMO energy (spin up / spin down), the calculation gives -8.36 / -8.02 eV. As for the energy: -83034.0707 eV. The expectation value of S² is 0.8567.

Structure (XYZ):
```
46
Properties=species:S:1:pos:R:3:forces:R:3:lowdin_charge:R:1
Cr -0.039 0.401 -0.535 0.36 -0.18 -0.35 0.304
C 3.465 -1.517 0.540 -0.01 0.00 -0.02 -0.030
C 2.270 -0.865 1.175 -0.01 0.00 0.03 -0.263
C 2.021 0.499 1.002 -0.14 -0.01 0.04 -0.101
C 0.906 1.107 1.599 0.00 0.04 0.03 -0.159
C 0.022 0.338 2.356 -0.04 0.03 -0.01 -0.081
C 0.287 -1.011 2.557 -0.02 -0.01 0.00 -0.065
C 1.397 -1.601 1.976 0.01 -0.03 -0.01 -0.033
H 3.798 -0.959 -0.335 0.00 0.00 0.00 0.082
H 3.233 -2.535 0.230 0.00 0.00 0.00 0.087
H 4.297 -1.566 1.245 -0.01 0.01 0.01 0.091
H 2.710 1.114 0.439 0.02 -0.05 -0.05 0.119
H 0.766 2.175 1.509 0.00 0.01 -0.03 0.112
H -0.856 0.797 2.792 0.01 -0.01 0.02 0.114
H -0.397 -1.612 3.142 0.01 -0.01 0.00 0.120
H 1.574 -2.660 2.116 0.00 0.00 0.00 0.125
C -4.677 1.765 2.849 -0.03 -0.06 0.06 -0.087
C -4.356 2.931 2.172 0.04 0.06 -0.04 -0.087
C -3.572 2.878 1.026 0.05 -0.05 0.09 -0.108
C -3.098 1.656 0.537 -0.08 -0.07 0.10 -0.314
C -3.431 0.490 1.238 -0.11 0.10 0.03 -0.107
C -4.215 0.542 2.381 0.04 0.05 -0.06 -0.079
Si -2.102 1.639 -1.044 0.20 0.04 0.09 0.737
C -2.976 0.910 -2.513 -0.07 -0.03 -0.10 -0.322
C -3.189 1.732 -3.623 -0.02 -0.09 -0.08 -0.113
C -3.838 1.251 -4.753 0.03 0.04 0.03 -0.087
C -4.282 -0.061 -4.790 0.00 -0.03 0.01 -0.087
C -4.080 -0.892 -3.695 0.00 0.02 -0.01 -0.077
C -3.431 -0.411 -2.568 -0.06 -0.01 0.00 -0.093
H -5.289 1.805 3.741 0.00 0.02 -0.01 0.102
H -4.716 3.886 2.533 0.00 -0.01 0.00 0.102
H -3.327 3.799 0.510 0.00 -0.01 -0.02 0.094
H -3.084 -0.473 0.892 0.04 -0.07 -0.05 0.072
H -4.467 -0.373 2.903 0.00 0.00 0.00 0.106
H -1.760 3.034 -1.393 -0.07 0.08 0.00 -0.001
H -2.843 2.759 -3.611 0.00 0.00 0.03 0.091
H -3.994 1.904 -5.603 0.00 -0.01 0.00 0.101
H -4.785 -0.440 -5.671 0.00 0.00 0.00 0.102
H -4.426 -1.918 -3.719 0.00 0.00 0.00 0.105
H -3.284 -1.081 -1.730 0.03 0.02 0.02 0.080
S -2.190 -3.706 0.175 0.01 0.16 0.00 0.590
C -1.479 -2.292 -0.077 0.03 -0.19 0.01 -0.959
N -0.948 -1.254 -0.243 -0.10 0.06 -0.04 -0.055
S 0.828 0.126 -2.710 0.03 0.08 0.24 0.715
C 1.069 1.582 -1.951 -0.14 -0.02 0.21 -0.895
N 1.001 2.403 -1.108 -0.02 0.09 -0.18 0.054
```
Forces are in eV/Å.

---

[2]
Here is a structure of composition C21H19CuN2O3S3 from the OMol25 dataset. Energies are from ωB97M-V/def2-TZVPD.

The charge is -2. The value obtained for the gap between HOMO and LUMO is 5.78 eV. For the HOMO energy, the calculation gives -0.96 eV. Its energy relative to the best compared isomer or geometry (same formula, charge and spin) is 27.5 kcal/mol. As for the energy: -108357.8197 eV.

Structure (XYZ):
```
49
Properties=species:S:1:pos:R:3:forces:R:3:lowdin_charge:R:1
Cu -0.124 0.182 0.120 -0.60 0.04 0.23 -0.029
C 2.386 1.987 0.240 0.02 -0.08 -0.04 -0.037
C 1.207 2.864 0.512 -0.08 0.10 0.06 -0.305
C 1.393 4.171 1.025 0.01 -0.01 -0.03 -0.036
C 0.307 4.947 1.289 0.01 0.01 0.01 -0.041
C -0.992 4.452 1.045 -0.04 -0.09 -0.04 -0.182
C -2.141 5.232 1.308 -0.06 -0.02 -0.01 -0.100
C -3.374 4.690 1.046 0.05 0.01 0.01 -0.135
C -3.500 3.400 0.522 0.08 -0.02 -0.02 -0.162
C -2.406 2.580 0.230 -0.23 0.08 0.01 -0.679
S -2.611 1.017 -0.440 0.13 -0.14 0.00 0.568
C -1.104 3.136 0.521 0.07 0.14 0.03 -0.213
N 0.004 2.382 0.280 0.31 -0.23 -0.02 0.107
H 3.319 2.501 0.478 0.00 0.00 0.02 0.072
H 2.410 1.675 -0.805 0.00 0.01 0.01 0.061
H 2.312 1.068 0.832 -0.01 0.03 -0.02 0.061
H 2.401 4.526 1.201 0.00 0.02 0.01 0.096
H 0.411 5.951 1.688 0.04 -0.01 0.00 0.101
H -2.022 6.232 1.710 -0.02 -0.01 0.00 0.085
H -4.276 5.262 1.243 0.02 0.02 0.01 0.084
H -4.488 3.002 0.323 0.01 -0.03 -0.01 0.075
C -0.913 -1.312 -2.720 0.00 -0.03 0.04 -0.038
C -1.029 -2.299 -1.600 -0.01 0.00 0.12 -0.300
C -1.462 -3.626 -1.858 0.03 0.04 0.01 -0.028
C -1.530 -4.516 -0.834 -0.01 -0.01 -0.02 -0.039
C -1.162 -4.124 0.473 0.02 0.08 0.01 -0.178
C -1.211 -5.027 1.559 0.00 -0.02 0.06 -0.096
C -0.828 -4.588 2.800 -0.01 -0.02 -0.04 -0.133
C -0.391 -3.271 2.993 -0.01 0.02 -0.06 -0.160
C -0.322 -2.336 1.962 0.04 -0.04 0.20 -0.642
S 0.235 -0.732 2.267 0.09 0.16 -0.06 0.591
C -0.734 -2.784 0.656 -0.09 -0.19 -0.14 -0.205
N -0.698 -1.912 -0.389 0.14 0.08 -0.18 0.114
H -1.460 -1.649 -3.604 -0.01 -0.01 0.03 0.071
H 0.142 -1.195 -2.972 0.00 0.02 -0.03 0.060
H -1.295 -0.343 -2.396 0.03 0.02 -0.01 0.020
H -1.725 -3.904 -2.871 -0.01 -0.02 0.00 0.098
H -1.859 -5.538 -0.996 0.00 0.01 -0.02 0.101
H -1.547 -6.044 1.387 0.01 0.01 0.02 0.086
H -0.855 -5.260 3.652 -0.01 -0.02 -0.02 0.084
H -0.088 -2.952 3.983 0.00 0.02 -0.02 0.077
C 4.427 -1.280 -1.534 0.04 0.00 0.08 -0.177
S 2.992 -0.691 -2.433 0.17 -0.04 -0.05 0.339
O 3.369 0.641 -2.900 0.00 -0.01 0.03 -0.394
O 2.790 -1.655 -3.512 -0.03 -0.01 0.03 -0.394
O 1.934 -0.693 -1.429 -0.04 0.07 -0.10 -0.383
H 5.241 -1.481 -2.230 -0.05 0.04 -0.01 0.042
H 4.149 -2.184 -0.993 0.01 0.02 -0.07 0.051
H 4.716 -0.501 -0.827 -0.02 -0.05 -0.01 0.045
```
Forces are in eV/Å.

---

[3]
Here is an isolated molecule of C21H19FN4OS2 from the OMol25 dataset. Energies are from ωB97M-V/def2-TZVPD.

The value obtained for the gap between HOMO and LUMO is 8.30 eV. For the HOMO energy, the calculation gives -7.86 eV. Its energy relative to the best compared isomer or geometry (same formula, charge and spin) is 2.2 kcal/mol. As for the energy: -54481.5100 eV. The SMILES is Cc1cc(C(=O)CSc2n[nH]c(-c3ccccc3F)n2)c(C)n1Cc1cccs1.

Structure (XYZ):
```
48
Properties=species:S:1:pos:R:3:forces:R:3:lowdin_charge:R:1
C 2.598 1.757 2.296 0.01 -0.12 -0.08 -0.017
C 1.407 0.976 1.869 -0.05 0.34 0.38 -0.262
C 0.128 1.021 2.333 0.24 -0.15 -0.05 -0.010
C -0.634 0.070 1.596 0.76 -0.30 -0.27 -0.138
C -2.048 -0.223 1.720 -0.22 -0.39 0.34 -0.451
O -2.584 -1.225 1.283 0.00 -0.09 0.19 0.043
C -2.885 0.741 2.558 -0.31 0.36 -0.26 -0.356
S -2.639 2.520 2.227 -0.18 0.15 0.61 0.966
C -2.499 2.445 0.509 0.07 0.14 -0.94 -0.687
N -2.226 3.472 -0.276 0.06 0.51 0.62 0.062
N -2.196 2.923 -1.501 -0.10 -0.51 -0.01 0.068
C -2.448 1.598 -1.417 0.07 0.70 0.42 -0.241
C -2.509 0.641 -2.499 0.04 -0.17 -0.65 -0.078
C -2.857 -0.680 -2.205 0.04 0.15 -0.15 -0.013
C -2.921 -1.629 -3.205 -0.02 -0.07 0.01 -0.069
C -2.644 -1.284 -4.519 0.02 0.08 0.04 -0.072
C -2.298 0.019 -4.836 0.04 0.16 0.00 -0.010
C -2.235 0.960 -3.828 -0.08 -0.32 0.17 -0.209
F -1.889 2.231 -4.155 -0.05 -0.07 0.11 0.060
N -2.644 1.281 -0.150 -0.25 -0.01 -0.61 0.140
C 0.243 -0.532 0.700 -0.64 -0.04 0.13 -0.202
C -0.025 -1.593 -0.303 0.02 0.03 -0.08 -0.006
N 1.463 0.041 0.860 -0.23 0.14 -0.02 -0.022
C 2.662 -0.314 0.143 0.20 -0.12 -0.15 -0.134
C 3.549 -1.214 0.946 -0.07 -0.29 0.08 -0.504
C 4.839 -1.007 1.325 -0.26 0.03 -0.19 -0.144
C 5.367 -2.070 2.094 0.06 -0.21 0.13 -0.188
C 4.467 -3.064 2.291 -0.26 -0.04 -0.11 -0.411
S 2.958 -2.732 1.541 0.42 0.37 0.01 1.052
H 2.982 2.371 1.480 0.09 0.09 0.00 0.082
H 2.318 2.415 3.114 0.01 0.05 0.03 0.084
H 3.399 1.099 2.634 0.09 0.05 0.05 0.072
H -0.225 1.649 3.125 0.03 0.16 0.12 0.087
H -3.938 0.505 2.403 0.17 -0.13 0.03 0.085
H -2.636 0.614 3.613 0.01 0.00 0.02 0.089
H -2.010 3.497 -2.308 -0.03 -0.17 0.07 0.150
H -3.068 -0.928 -1.176 -0.03 -0.05 0.15 0.105
H -3.189 -2.645 -2.959 -0.03 -0.10 0.03 0.108
H -2.696 -2.025 -5.301 0.00 -0.06 -0.07 0.106
H -2.078 0.316 -5.849 0.03 0.05 -0.09 0.118
H -1.039 -1.952 -0.159 0.03 -0.05 -0.02 0.069
H 0.663 -2.430 -0.176 0.01 -0.11 -0.09 0.058
H 0.071 -1.212 -1.321 0.03 -0.04 -0.09 0.087
H 3.218 0.596 -0.107 -0.08 -0.13 -0.04 0.132
H 2.371 -0.807 -0.789 0.03 0.18 0.08 0.125
H 5.401 -0.128 1.062 0.05 0.21 -0.07 0.113
H 6.369 -2.085 2.481 0.16 -0.04 0.09 0.101
H 4.591 -3.980 2.834 0.08 -0.18 0.14 0.060
```
Forces are in eV/Å.

---

[4]
Here is an isolated molecule of C21H19FN6O2 from the OMol25 dataset. Energies are from ωB97M-V/def2-TZVPD.

The value obtained for the gap between HOMO and LUMO is 7.94 eV. For the HOMO energy, the calculation gives -8.44 eV. Its energy relative to the best compared isomer or geometry (same formula, charge and spin) is 60.0 kcal/mol. As for the energy: -37833.7182 eV. The SMILES is [H]/N=C(\N=N/NCC(N)=O)c1cc(C)nc(-c2ccc(Oc3ccc(F)cc3)cc2)c1.

Structure (XYZ):
```
49
Properties=species:S:1:pos:R:3:forces:R:3:lowdin_charge:R:1
H 0.600 5.420 -0.888 -0.21 2.20 -0.02 0.028
N 0.661 4.472 -0.672 -1.98 -3.97 1.14 0.159
C -0.335 4.030 0.061 1.93 -0.17 -0.20 -0.374
N -1.312 4.805 0.655 -2.23 2.62 1.54 0.010
N -1.162 5.744 1.532 3.54 -2.76 -1.98 0.089
N 0.193 5.861 1.869 -2.12 0.96 1.67 -0.034
C 0.664 6.856 2.825 -1.14 0.88 0.61 -0.121
C 2.092 6.673 3.286 2.72 -1.03 -0.25 -0.515
N 2.555 5.505 3.911 -1.73 0.21 -0.19 0.137
O 2.927 7.516 3.020 -0.55 0.40 0.18 0.048
C -0.575 2.543 0.405 0.53 -0.77 0.38 -0.094
C -1.248 2.079 1.578 0.60 3.41 -0.34 0.017
C -1.350 0.765 1.928 1.11 1.17 -2.42 -0.330
C -2.092 0.382 3.112 1.70 0.60 1.86 -0.025
N -0.833 -0.097 1.066 -0.66 -2.75 2.29 0.164
C -0.174 0.208 -0.007 -0.93 -0.32 -1.23 -0.250
C 0.186 -0.938 -0.901 1.16 -1.29 -2.99 -0.088
C 0.329 -0.939 -2.382 -0.21 -0.98 5.32 -0.004
C 0.663 -2.021 -3.131 0.75 -1.54 0.01 -0.017
C 0.936 -3.245 -2.503 -0.32 0.82 1.77 -0.203
O 1.216 -4.428 -3.212 -0.05 1.63 0.52 0.021
C 0.367 -5.453 -2.919 -3.99 0.27 -1.18 -0.301
C -1.054 -5.446 -3.284 1.54 -1.63 0.19 0.028
C -1.872 -6.638 -3.181 1.94 2.17 0.36 0.029
C -1.210 -7.798 -2.572 -2.01 1.50 -0.56 -0.240
F -1.978 -8.895 -2.274 0.80 0.68 -0.47 0.026
C 0.119 -7.731 -2.198 -0.79 -2.56 0.72 -0.030
C 0.823 -6.580 -2.372 2.47 -0.56 0.46 -0.067
C 0.900 -3.241 -1.064 0.11 -2.67 -3.00 0.000
C 0.493 -2.180 -0.334 -0.32 2.08 1.29 -0.051
C -0.053 1.520 -0.380 0.90 1.27 -1.84 0.025
H 0.848 5.305 1.373 0.59 -0.38 -0.40 0.092
H 0.613 7.861 2.382 0.39 -0.30 -0.03 0.122
H 0.058 7.000 3.761 0.00 -0.87 -0.84 0.137
H 3.526 5.468 4.247 -0.97 0.17 -0.41 0.117
H 1.883 4.780 4.180 0.73 0.49 -0.06 0.101
H -1.642 2.833 2.264 -0.06 -0.12 -0.26 0.115
H -1.567 0.641 4.070 -0.22 -0.33 -0.86 0.115
H -3.016 0.846 3.168 -1.84 1.10 -0.05 0.064
H -2.256 -0.628 3.059 -0.35 -2.68 0.24 0.055
H 0.125 -0.090 -2.867 -0.71 3.28 -1.82 0.058
H 0.787 -1.864 -4.183 -0.14 -0.31 -0.48 0.116
H -1.415 -4.528 -3.736 -0.33 -0.19 0.05 0.107
H -2.904 -6.364 -3.583 1.25 -1.69 0.96 0.129
H 0.679 -8.612 -1.738 -1.26 1.19 -0.69 0.149
H 1.863 -6.625 -2.103 0.38 0.15 0.10 0.127
H 1.089 -4.234 -0.651 0.04 0.44 0.41 0.120
H 0.434 -2.191 0.754 0.05 -0.47 -0.18 0.113
H 0.421 1.651 -1.367 -0.11 0.67 0.71 0.126
```
Forces are in eV/Å.

---

[5]
Here is a cluster of 4 separate species, C21H19N2O6 in total from the OMol25 dataset. Energies are from ωB97M-V/def2-TZVPD.

The charge is -1. The value obtained for the gap between HOMO and LUMO is 3.00 eV. For the HOMO energy, the calculation gives -2.31 eV. As for the energy: -37346.0896 eV.

Structure (XYZ):
```
48
Properties=species:S:1:pos:R:3:forces:R:3:lowdin_charge:R:1
C -1.395 0.271 -0.668 -0.43 0.05 -0.16 -0.085
C -0.001 -0.167 -0.908 0.28 -0.18 -0.07 -0.479
N 0.252 -1.048 -1.798 -0.21 -0.25 0.04 0.088
C 1.050 0.535 -0.083 -0.20 0.74 -0.27 -0.416
N 0.698 1.910 0.104 0.00 -0.07 -0.12 -0.107
H -1.518 0.610 0.354 -0.05 0.00 0.15 0.060
H -1.583 1.141 -1.293 -0.05 0.16 0.00 0.053
H -2.112 -0.497 -0.952 -0.04 -0.15 -0.01 0.063
H 1.264 -1.179 -1.839 0.11 0.02 -0.05 0.019
H 1.120 -0.040 0.865 0.14 -0.19 0.11 0.095
H 1.994 0.380 -0.647 0.29 -0.31 0.16 0.075
H 1.262 2.259 0.870 0.10 0.23 -0.08 -0.087
C 3.981 1.568 3.641 0.06 -0.06 0.01 0.018
C 4.516 0.612 4.403 0.00 0.07 -0.04 0.001
C 3.672 -0.296 5.208 0.00 -0.06 0.03 -0.408
O 4.164 -1.167 5.906 -0.01 0.05 -0.02 0.064
C 2.209 -0.104 5.128 -0.04 0.06 -0.01 0.003
C 1.672 0.855 4.372 -0.01 -0.07 0.07 0.024
C 2.517 1.776 3.579 -0.09 -0.11 -0.20 -0.393
O 2.027 2.654 2.897 0.03 0.14 0.23 0.086
H 4.581 2.241 3.042 -0.01 0.00 -0.02 0.119
H 5.585 0.451 4.467 0.00 -0.02 0.01 0.113
H 1.607 -0.790 5.711 0.01 -0.01 -0.01 0.114
H 0.603 1.006 4.290 0.00 0.00 -0.04 0.124
C -3.891 -2.902 1.920 0.01 -0.02 0.03 0.021
C -4.531 -3.933 1.376 0.01 0.02 0.02 0.009
C -3.938 -4.703 0.252 0.07 0.03 -0.05 -0.394
O -4.528 -5.644 -0.238 -0.04 -0.04 0.02 0.084
C -2.610 -4.274 -0.248 -0.04 -0.01 0.04 0.017
C -1.964 -3.245 0.295 0.02 -0.01 0.00 0.028
C -2.550 -2.485 1.431 0.06 -0.02 -0.30 -0.384
O -1.959 -1.552 1.918 -0.01 0.04 0.33 0.113
H -4.302 -2.323 2.737 0.01 0.02 0.00 0.118
H -5.505 -4.261 1.716 -0.01 -0.02 -0.02 0.115
H -2.208 -4.839 -1.080 -0.01 0.00 -0.01 0.120
H -1.004 -2.895 -0.067 -0.01 0.05 -0.04 0.111
C -1.106 2.369 -5.532 0.01 -0.02 -0.02 0.012
C 0.071 2.363 -6.148 -0.02 0.00 -0.01 0.005
C 1.340 2.504 -5.385 0.00 0.00 0.06 -0.395
O 2.409 2.507 -5.964 0.02 0.01 -0.04 0.077
C 1.241 2.643 -3.916 0.02 0.00 -0.07 0.018
C 0.066 2.649 -3.291 -0.13 0.02 0.26 0.026
C -1.202 2.513 -4.052 0.11 -0.01 -0.03 -0.379
O -2.286 2.524 -3.510 -0.06 0.03 0.00 0.097
H -2.044 2.268 -6.064 -0.02 0.00 0.03 0.114
H 0.168 2.259 -7.221 0.03 0.00 0.00 0.113
H 2.174 2.735 -3.375 -0.01 -0.02 0.03 0.120
H -0.005 2.740 -2.204 0.09 -0.10 0.05 0.091
```
Forces are in eV/Å.